Below is a molecular structure, C8H20F6N4O15S6V in a non-equilibrium geometry, with properties calculated with the ωB97M-V functional and the def2-TZVPD basis.

Each line ends with the Löwdin charge.
Geometry (Å):
O 1.002 -0.320 1.703  -0.30
V -0.554 -0.595 2.068  0.87
O -1.113 -1.782 1.100  -0.29
C 0.098 -1.372 -2.309  -0.04
C -0.421 -0.020 -1.909  -0.15
N -0.206 1.101 -2.917  -0.23
C -0.617 0.651 -4.301  0.00
C -0.814 2.439 -2.542  -0.15
C -2.349 2.447 -2.614  -0.05
C 1.299 1.411 -3.110  -0.07
C 2.006 2.098 -1.957  -0.21
O 1.881 1.277 -0.819  -0.19
C 2.665 1.728 0.261  -0.09
H -0.128 -1.678 -3.329  0.08
H -0.119 -2.112 -1.541  0.09
H 1.191 -1.302 -2.319  0.08
H -0.066 0.260 -0.929  0.11
H -1.514 -0.071 -1.902  0.13
H -1.480 -0.010 -4.269  0.11
H 0.188 0.064 -4.734  0.10
H -0.842 1.547 -4.874  0.10
H -0.483 3.186 -3.259  0.13
H -0.583 2.605 -1.491  0.12
H -2.627 2.102 -3.615  0.07
H -2.784 3.429 -2.461  0.10
H -2.758 1.715 -1.921  0.06
H 1.304 2.015 -4.015  0.13
H 1.759 0.444 -3.298  0.13
H 1.729 3.138 -1.743  0.12
H 3.062 2.277 -2.200  0.13
H 2.595 2.816 0.377  0.09
H 3.703 1.412 0.130  0.10
H 2.320 1.334 1.216  0.06
N -1.848 0.986 1.599  -0.33
S -3.393 1.274 1.380  0.48
O -3.847 2.006 0.224  -0.26
O -4.120 1.398 2.618  -0.24
F -3.738 -0.249 1.044  -0.18
S -1.504 2.654 1.887  0.59
O -1.744 3.128 3.218  -0.21
O -1.668 3.577 0.792  -0.26
F 0.103 2.460 1.813  -0.20
N -0.552 -1.035 4.143  -0.34
S 0.598 -1.766 5.193  0.57
O 0.565 -3.187 5.280  -0.21
O 1.004 -0.894 6.252  -0.23
F 1.766 -1.552 4.134  -0.18
S -1.689 -1.078 5.226  0.47
O -1.594 -0.163 6.324  -0.24
O -2.266 -2.365 5.473  -0.24
F -2.832 -0.370 4.315  -0.21
N 2.938 -4.691 0.653  -0.26
S 1.761 -4.898 -0.517  0.54
O 1.798 -4.132 -1.740  -0.30
O 0.455 -5.281 -0.027  -0.29
F 2.339 -6.326 -0.994  -0.22
S 2.466 -3.292 1.085  0.42
O 1.215 -3.178 1.803  -0.31
O 2.809 -2.212 0.179  -0.32
F 3.632 -3.050 2.165  -0.20

Results
Charge: -1
Electronic energy: -152294.1283 eV

***

Below is a molecular structure, C8H20IrN2O3Se2, with properties calculated with the ωB97M-V functional and the def2-TZVPD basis.

Each line ends with the Mulliken spin population.
Geometry (Å):
Ir -0.348 0.075 -0.154  2.53
N 2.159 0.260 -0.015  0.15
C 2.791 -0.594 1.003  -0.01
C 2.297 -0.306 2.415  0.00
C 0.928 -0.861 2.793  -0.02
N -0.200 -0.094 2.234  0.16
H 2.431 -0.064 -0.940  -0.02
H 2.453 1.225 0.094  -0.01
H 3.880 -0.477 0.992  0.01
H 2.567 -1.629 0.739  0.00
H 2.336 0.771 2.617  0.00
H 3.015 -0.761 3.102  0.00
H 0.860 -0.879 3.885  0.01
H 0.828 -1.887 2.435  -0.01
H -0.182 0.860 2.581  -0.01
H -1.068 -0.537 2.514  -0.01
O -4.447 4.483 -1.014  0.00
C -4.049 4.201 0.318  0.01
C -3.078 3.012 0.312  -0.01
C -2.661 2.749 1.761  -0.01
O -3.748 2.363 2.596  0.01
C -3.864 1.828 -0.263  -0.03
Se -3.063 0.062 -0.268  1.09
C -1.869 3.422 -0.542  0.00
Se -0.122 2.550 -0.279  0.14
H -5.078 5.210 -1.010  0.00
H -4.920 3.949 0.936  0.00
H -3.541 5.067 0.764  0.00
H -2.145 3.631 2.156  0.00
H -1.951 1.925 1.765  0.01
H -4.130 3.142 3.012  0.00
H -4.081 2.013 -1.318  0.02
H -4.819 1.735 0.252  0.01
H -1.644 4.470 -0.340  0.01
H -2.130 3.355 -1.595  -0.01
O -0.235 -1.715 -0.423  0.98

Results
Charge: 0
Multiplicity: 6
Electronic energy: -151270.8063 eV

***

Below is a molecular structure, C8H20LiNO7 in a non-equilibrium geometry, with properties calculated with the ωB97M-V functional and the def2-TZVPD basis.

Each line ends with the natural charge from an NBO analysis.
Geometry (Å):
Li -31.835 2.240 31.765  0.79
N -29.867 1.703 31.945  0.74
O -30.065 2.924 31.945  -0.60
O -30.787 1.027 31.641  -0.56
O -28.807 1.196 32.139  -0.48
C -31.235 1.523 28.726  -0.24
O -31.828 2.207 29.789  -0.55
C -31.919 3.618 29.674  -0.10
C -32.755 4.268 30.650  -0.08
O -32.631 3.618 31.933  -0.58
C -33.474 4.054 32.974  -0.24
H -30.166 1.721 28.793  0.19
H -31.572 1.872 27.749  0.16
H -31.551 0.482 28.783  0.21
H -32.259 3.915 28.682  0.18
H -30.952 4.120 29.706  0.20
H -33.792 4.338 30.322  0.17
H -32.373 5.279 30.791  0.20
H -33.265 5.098 33.208  0.18
H -33.398 3.465 33.888  0.20
H -34.504 3.918 32.647  0.17
C -31.094 2.578 34.562  -0.26
O -31.585 1.985 33.336  -0.60
C -32.488 0.866 33.585  -0.09
C -33.685 1.064 32.668  -0.10
O -33.192 1.194 31.362  -0.54
C -34.316 1.517 30.477  -0.26
H -30.856 1.807 35.294  0.18
H -31.722 3.367 34.977  0.17
H -30.123 3.025 34.350  0.23
H -32.741 0.819 34.645  0.19
H -32.067 -0.116 33.368  0.22
H -34.294 1.901 33.008  0.17
H -34.343 0.203 32.784  0.18
H -35.184 0.860 30.527  0.18
H -33.856 1.466 29.490  0.21
H -34.684 2.533 30.620  0.17

Results
Charge: 0
Electronic energy: -24639.8643 eV